# 1
DFT (ωB97M-V/def2-TZVPD) results for a structure of composition C4H2Br2ClF5.

Positions of all 14 atoms, in Å:
C -0.822 -1.580 -1.766
C 1.030 0.792 1.784
C 0.394 -0.685 -1.534
C -0.346 1.220 1.533
F 1.251 0.372 3.019
F 1.897 1.758 1.373
F -1.058 0.094 1.480
F -0.442 1.874 0.388
F -0.845 2.089 2.394
Cl -0.130 -2.997 -2.633
Br 1.418 -0.653 -0.050
Br 0.379 0.827 -2.649
H -1.167 -1.986 -0.885
H -1.556 -1.125 -2.454

Properties
- Max |F|: 2.998 eV Å⁻¹
- ΔE to the lowest compared entry with this formula, charge and spin: 21.56 kcal per mole
- Gap between HOMO and LUMO (spin up / spin down): 7.8 / 7.9 eV
- E_HOMO (spin up / spin down): -8.6501 / -8.4583 eV

How is the electron density shared among the atoms? According to natural (NBO), the charges in e are: number 1, C, carries -0.433; number 2, C, carries 0.527; number 3, C, carries -0.338; number 4, C, carries 0.861; number 5, F, carries -0.298; number 6, F, carries -0.328; number 7, F, carries -0.315; number 8, F, carries -0.305; number 9, F, carries -0.302; number 10, Cl, carries -0.060; number 11, Br, carries 0.398; number 12, Br, carries 0.118; number 13, H, carries 0.229; number 14, H, carries 0.247

---

# 2
DFT (ωB97M-V/def2-TZVPD) results for the molecule C5H7P.

Positions of all 13 atoms, in Å:
C 1.666 1.246 0.023
C 0.318 0.584 -0.029
P -1.186 1.461 0.035
C -2.136 -0.111 0.136
C -1.126 -1.215 -0.030
C 0.182 -0.868 -0.198
H 2.153 0.892 -0.909
H 2.052 0.879 0.946
H 1.720 2.342 0.233
H -2.980 -0.233 -0.419
H -2.326 -0.325 1.123
H -1.478 -2.310 -0.208
H 1.011 -1.544 -0.310

Properties
- SMILES: CC1=PCC=C1
- Max |F|: 4.197 eV Å⁻¹
- ΔE to the lowest compared entry with this formula, charge and spin: 9.01 kcal per mole
- Gap between HOMO and LUMO: 8.5 eV
- E_HOMO: -8.0061 eV

How is the electron density shared among the atoms? According to natural (NBO), the charges in e are: number 1, C, carries -0.664; number 2, C, carries -0.314; number 3, P, carries 0.534; number 4, C, carries -0.773; number 5, C, carries -0.102; number 6, C, carries -0.300; number 7, H, carries 0.224; number 8, H, carries 0.224; number 9, H, carries 0.230; number 10, H, carries 0.244; number 11, H, carries 0.264; number 12, H, carries 0.209; number 13, H, carries 0.223

---

# 3
DFT (ωB97M-V/def2-TZVPD) results for a structure of composition C27H28BrN6Re.

Positions of all 63 atoms, in Å:
Re 0.058 -0.308 0.457
C 1.889 -0.842 -1.853
N 1.885 0.067 -0.662
C 3.176 -0.076 0.082
C 1.729 1.484 -1.077
C 2.375 2.029 -2.170
C 2.158 3.363 -2.492
C 1.283 4.138 -1.741
C 0.650 3.613 -0.632
C 0.898 2.285 -0.260
N 0.331 1.624 0.828
C -0.098 2.178 2.017
C 0.061 3.507 2.432
C -0.495 3.911 3.630
C -1.192 3.016 4.430
C -1.304 1.677 4.071
C -0.747 1.261 2.877
N -0.635 -0.159 2.474
C -1.826 -0.966 2.888
C 0.565 -0.719 3.203
H 2.692 -0.575 -2.537
H 2.046 -1.865 -1.526
H 0.946 -0.751 -2.392
H 4.002 0.114 -0.604
H 3.207 0.656 0.888
H 3.268 -1.084 0.484
H 3.059 1.451 -2.776
H 2.666 3.796 -3.343
H 1.095 5.163 -2.030
H -0.056 4.216 -0.080
H 0.625 4.215 1.844
H -0.384 4.938 3.948
H -1.625 3.352 5.362
H -1.808 0.999 4.743
H -1.924 -0.952 3.970
H -2.731 -0.562 2.443
H -1.675 -2.000 2.581
H 0.394 -0.660 4.277
H 0.709 -1.765 2.931
H 1.446 -0.116 2.967
N -5.351 3.015 0.695
C -4.726 2.218 0.157
C -3.887 1.248 -0.477
C -4.191 0.671 -1.710
C -3.296 -0.247 -2.242
C -2.152 -0.564 -1.539
N -1.856 -0.009 -0.342
C -2.711 0.891 0.169
H -5.101 0.937 -2.233
H -3.483 -0.720 -3.196
H -1.449 -1.295 -1.920
H -2.449 1.358 1.110
Br -3.111 -5.303 -0.025
C -1.423 -4.523 0.235
C -0.289 -5.293 0.484
C 0.922 -4.644 0.673
C 0.967 -3.266 0.599
N -0.118 -2.505 0.353
C -1.290 -3.143 0.184
H -0.357 -6.372 0.534
H 1.826 -5.201 0.874
H 1.904 -2.744 0.750
H -2.167 -2.534 0.006

Properties
- Max |F|: 0.666 eV Å⁻¹
- Charge: +3
- Spin multiplicity: 4
- ΔE to the lowest compared entry with this formula, charge and spin: 2.24 kcal per mole
- <S²>: 3.8113
- Gap between HOMO and LUMO (spin up / spin down): 6.7 / 6.5 eV
- E_HOMO (spin up / spin down): -16.8684 / -17.5854 eV

How is the electron density shared among the atoms? According to natural (NBO), the charges in e are: number 1, Re, carries 1.600; number 2, C, carries -0.415; number 3, N, carries -0.509; number 4, C, carries -0.412; number 5, C, carries 0.085; number 6, C, carries -0.213; number 7, C, carries -0.122; number 8, C, carries -0.156; number 9, C, carries -0.207; number 10, C, carries 0.165; number 11, N, carries -0.526; number 12, C, carries 0.134; number 13, C, carries -0.193; number 14, C, carries -0.158; number 15, C, carries -0.123; number 16, C, carries -0.216; number 17, C, carries 0.086; number 18, N, carries -0.439; number 19, C, carries -0.417; number 20, C, carries -0.438; number 21, H, carries 0.245; number 22, H, carries 0.230; number 23, H, carries 0.223; number 24, H, carries 0.250; number 25, H, carries 0.235; number 26, H, carries 0.217; number 27, H, carries 0.249; number 28, H, carries 0.263; number 29, H, carries 0.264; number 30, H, carries 0.246; number 31, H, carries 0.249; number 32, H, carries 0.265; number 33, H, carries 0.264; number 34, H, carries 0.251; number 35, H, carries 0.242; number 36, H, carries 0.233; number 37, H, carries 0.228; number 38, H, carries 0.267; number 39, H, carries 0.230; number 40, H, carries 0.232; number 41, N, carries -0.137; number 42, C, carries 0.196; number 43, C, carries -0.138; number 44, C, carries -0.041; number 45, C, carries -0.196; number 46, C, carries 0.041; number 47, N, carries -0.495; number 48, C, carries 0.086; number 49, H, carries 0.282; number 50, H, carries 0.278; number 51, H, carries 0.228; number 52, H, carries 0.238; number 53, Br, carries 0.214; number 54, C, carries -0.112; number 55, C, carries -0.108; number 56, C, carries -0.204; number 57, C, carries 0.037; number 58, N, carries -0.567; number 59, C, carries 0.008; number 60, H, carries 0.279; number 61, H, carries 0.275; number 62, H, carries 0.205; number 63, H, carries 0.222

---

# 4
DFT (ωB97M-V/def2-TZVPD) results for a structure of composition C27H23Br2EuF6N4O5S4Te.

Positions of all 73 atoms, in Å:
Eu 1.038 -0.545 0.944
Br -0.552 -2.913 3.363
C -2.198 -2.039 3.171
Br -1.610 0.202 3.150
H -2.788 -2.008 4.086
H -2.625 -2.197 2.170
F 3.157 0.601 5.958
C 3.416 1.553 5.037
F 4.748 1.957 5.209
F 2.633 2.653 5.294
S 3.694 0.814 3.344
O 2.418 0.141 3.111
O 4.882 0.001 3.408
N 3.908 2.196 2.518
S 3.853 1.943 0.926
O 5.166 1.797 0.315
O 2.906 0.850 0.526
C 3.129 3.346 -0.125
F 1.926 3.965 0.262
F 2.994 2.784 -1.371
F 4.080 4.268 -0.120
N -6.071 -4.700 -6.299
C -5.274 -4.321 -5.556
C -4.342 -3.865 -4.592
C -3.788 -4.725 -3.627
C -2.928 -4.239 -2.664
C -2.548 -2.866 -2.603
C -3.124 -2.033 -3.571
C -3.991 -2.527 -4.556
C -1.700 -2.318 -1.583
C -0.927 -1.944 -0.680
H -4.082 -5.788 -3.692
H -2.481 -4.884 -1.909
H -2.920 -0.977 -3.424
H -4.338 -1.846 -5.351
O -0.274 1.105 -0.077
S -1.114 1.403 -1.340
C -0.880 3.185 -1.698
C -2.220 3.909 -1.488
C -3.388 2.870 -1.438
C -2.843 1.610 -0.755
H -0.527 3.250 -2.760
H -0.062 3.489 -1.047
H -2.352 4.638 -2.289
H -2.132 4.512 -0.539
H -3.726 2.720 -2.466
H -4.227 3.271 -0.838
H -3.346 0.669 -0.973
H -2.799 1.773 0.327
Te -0.020 3.221 2.804
C -1.618 4.082 3.706
C -1.711 4.179 5.084
C -2.888 4.823 5.498
C -3.663 5.243 4.456
S -3.008 4.816 2.925
H -0.902 3.793 5.691
H -3.081 4.984 6.578
H -4.581 5.785 4.524
N 2.625 -4.636 -0.495
C 2.192 -3.674 0.325
N 2.641 -2.455 0.005
C 3.478 -2.683 -1.115
C 4.237 -1.841 -1.896
C 4.929 -2.358 -2.979
C 4.872 -3.704 -3.318
C 4.136 -4.577 -2.502
C 3.501 -4.063 -1.390
H 2.461 -5.629 -0.432
H 1.497 -3.881 1.128
H 4.281 -0.777 -1.651
H 5.540 -1.696 -3.585
H 5.333 -4.096 -4.180
H 3.979 -5.599 -2.871

Properties
- Max |F|: 3.035 eV Å⁻¹
- Charge: -1
- Spin multiplicity: 8
- ΔE to the lowest compared entry with this formula, charge and spin: 104.63 kcal per mole
- <S²>: 15.7755
- Gap between HOMO and LUMO (spin up / spin down): 4.4 / 3.9 eV
- E_HOMO (spin up / spin down): -2.4277 / -2.9632 eV

How is the electron density shared among the atoms? According to Mulliken, the charges in e are: number 1, Eu, carries 1.230; number 2, Br, carries -0.205; number 3, C, carries -0.716; number 4, Br, carries -0.520; number 5, H, carries 0.372; number 6, H, carries 0.279; number 7, F, carries -0.185; number 8, C, carries 0.439; number 9, F, carries -0.260; number 10, F, carries -0.164; number 11, S, carries 1.062; number 12, O, carries -0.454; number 13, O, carries -0.625; number 14, N, carries -0.426; number 15, S, carries 1.011; number 16, O, carries -0.661; number 17, O, carries -0.510; number 18, C, carries 0.555; number 19, F, carries -0.194; number 20, F, carries -0.197; number 21, F, carries -0.198; number 22, N, carries -0.545; number 23, C, carries 0.039; number 24, C, carries 0.541; number 25, C, carries -0.368; number 26, C, carries -0.488; number 27, C, carries 0.518; number 28, C, carries -0.460; number 29, C, carries -0.510; number 30, C, carries -0.803; number 31, C, carries -0.118; number 32, H, carries 0.376; number 33, H, carries 0.441; number 34, H, carries 0.384; number 35, H, carries 0.357; number 36, O, carries -0.384; number 37, S, carries 0.285; number 38, C, carries -0.145; number 39, C, carries -0.565; number 40, C, carries -0.594; number 41, C, carries -0.538; number 42, H, carries 0.396; number 43, H, carries -0.119; number 44, H, carries 0.376; number 45, H, carries 0.149; number 46, H, carries 0.281; number 47, H, carries 0.307; number 48, H, carries 0.436; number 49, H, carries 0.242; number 50, Te, carries 0.163; number 51, C, carries 0.177; number 52, C, carries -0.431; number 53, C, carries -0.512; number 54, C, carries -0.539; number 55, S, carries -0.068; number 56, H, carries 0.406; number 57, H, carries 0.300; number 58, H, carries 0.390; number 59, N, carries -0.003; number 60, C, carries -0.436; number 61, N, carries -0.174; number 62, C, carries 0.328; number 63, C, carries -0.399; number 64, C, carries -0.601; number 65, C, carries -0.484; number 66, C, carries -0.806; number 67, C, carries 0.440; number 68, H, carries 0.211; number 69, H, carries 0.403; number 70, H, carries 0.389; number 71, H, carries 0.386; number 72, H, carries 0.443; number 73, H, carries 0.294

---

What is the formula in the third record?
C27H28BrN6Re